{
  "formula": "C6H6O",
  "method": "ωB97M-V/def2-TZVPD",
  "species": ["C", "C", "C", "C", "C", "O", "C", "H", "H", "H", "H", "H", "H"],
  "coordinates": [[-0.4073, -0.0874, 2.4443], [0.0216, -0.1928, 1.3237], [-1.1319, 0.2459, -0.6662], [-0.2930, -1.0110, -0.8708], [0.7884, -0.5024, 0.0685], [1.2133, 0.6974, -0.5500], [-0.0651, 1.2816, -0.8452], [-0.7140, -0.0243, 3.4635], [0.0495, -1.0581, -1.9178], [-0.7602, -1.9562, -0.5868], [1.6431, -1.1227, 0.3348], [-0.1757, 2.2114, -0.2781], [-0.1686, 1.5186, -1.9199]],
  "atomic_forces_ev_per_a": [[0.23, -0.11, -0.33], [0.75, -0.27, 0.96], [-0.19, 0.26, -1.20], [-0.19, 0.03, 0.24], [0.14, -0.26, 0.35], [-0.04, 0.03, 0.11], [-0.32, 0.06, 0.05], [-0.20, 0.11, -0.17], [0.03, 0.02, 0.28], [-0.08, 0.26, 0.02], [0.01, -0.03, -0.30], [-0.14, -0.19, -0.08], [0.00, 0.08, 0.05]],
  "e_homo_ev": [-8.7, -8.7],
  "relative_energy_kcal_mol": 146.5,
  "spin_multiplicity": 1,
  "e_lumo_ev": [-0.379, -0.379]
}